Record 1
Formula: C23H23N3O5
Source: the OMol25 dataset
Level of theory: the ωB97M-V functional and the def2-TZVPD basis

```
54
C23H23N3O5 (the ωB97M-V functional and the def2-TZVPD basis)
C 0.67518 -2.86158 4.23442
O 0.22365 -1.70729 3.55732
C 0.90938 -1.18562 2.51197
C 0.17552 -0.25791 1.77009
C 0.73134 0.37484 0.67447
C -0.01149 1.32678 -0.18844
O 0.35649 1.58987 -1.32424
N -1.12155 1.87740 0.36286
C -1.93606 2.84137 -0.28494
C -1.95768 4.14204 0.20626
C -2.74245 5.10522 -0.39876
C -3.51724 4.77466 -1.49823
C -3.51619 3.47707 -1.97550
C -2.72800 2.49991 -1.37955
C -2.85807 1.08117 -1.86691
O -3.84374 0.41483 -1.61805
N -1.84332 0.67438 -2.65368
C -1.74403 -0.69846 -3.10868
C -0.82037 -1.49985 -2.23066
C 0.46949 -1.82772 -2.62688
C 1.27079 -2.56401 -1.77021
C 0.75165 -2.93730 -0.54065
N -0.46658 -2.61326 -0.14263
C -1.22665 -1.91380 -0.96473
C 2.03254 0.06508 0.28770
C 2.77584 -0.85587 1.00220
O 4.04121 -1.23348 0.66019
C 4.61299 -0.68220 -0.50215
C 2.23072 -1.47495 2.14694
O 2.95921 -2.40405 2.86101
C 4.17478 -1.95279 3.42710
H 1.51552 -2.64101 4.89701
H -0.17646 -3.19067 4.83030
H 0.96100 -3.64803 3.53532
H -0.84666 -0.10522 2.07640
H -1.25558 1.77162 1.35706
H -1.34983 4.39072 1.06441
H -2.74878 6.11307 -0.01167
H -4.13071 5.52420 -1.97448
H -4.13925 3.20235 -2.81328
H -0.97946 1.20764 -2.62306
H -2.75504 -1.11432 -3.06972
H -1.38436 -0.69948 -4.14185
H 0.83561 -1.51855 -3.59638
H 2.27291 -2.84985 -2.05245
H 1.33436 -3.52083 0.15963
H -2.21858 -1.67404 -0.60345
H 2.42067 0.55206 -0.59128
H 4.74167 0.40084 -0.41190
H 5.58926 -1.15525 -0.59908
H 4.01100 -0.90304 -1.38798
H 4.53404 -2.77886 4.03897
H 4.91620 -1.71399 2.66293
H 4.00995 -1.07349 4.05967
```

Frontier orbital gap, eV: 9.0
ΔE to the lowest compared entry with this formula, charge and spin, kcal/mol: 83.8
LUMO, eV: 0.61
HOMO energy, Eh: -0.309


Record 2
Formula: C23H23N3O5S
Source: the OMol25 dataset
Level of theory: the ωB97M-V functional and the def2-TZVPD basis

```
55
C23H23N3O5S (the ωB97M-V functional and the def2-TZVPD basis)
C 4.28062 5.29780 4.55502
O 4.75090 3.98928 4.35867
C 4.00708 3.14444 3.58921
C 2.81029 3.46679 2.97454
C 2.13027 2.53092 2.20910
C 2.64373 1.25368 2.04900
N 1.92372 0.34324 1.26770
C 2.22082 -0.95374 0.96680
O 3.20984 -1.55423 1.35044
C 1.23347 -1.62378 0.11340
C 0.05869 -1.20960 -0.44911
C -0.56170 -2.23242 -1.20158
C -1.67754 -2.57612 -2.01963
C -2.81927 -1.77739 -2.41991
C -3.70416 -2.26042 -3.37484
C -4.79744 -1.50792 -3.76687
C -5.03221 -0.25762 -3.21648
O -6.07187 0.56078 -3.53370
C -6.99832 0.12107 -4.49442
C -4.14005 0.24098 -2.24004
O -4.44528 1.47532 -1.74509
C -3.59000 2.03784 -0.78502
C -3.05382 -0.51945 -1.85625
N -1.54941 -3.83496 -2.42291
N -0.41595 -4.33694 -1.91463
C -0.01456 -5.68649 -2.17809
C 0.20816 -3.40820 -1.17498
S 1.64957 -3.29400 -0.25164
C 3.84841 0.91355 2.66323
C 4.53141 1.84125 3.42764
O 5.70798 1.59909 4.06098
C 6.27715 0.31735 3.93894
H 5.02135 5.78390 5.18798
H 3.31005 5.30722 5.06314
H 4.19938 5.84508 3.60944
H 2.38703 4.45248 3.08125
H 1.19722 2.80711 1.73909
H 1.07052 0.71794 0.88043
H -0.33899 -0.21636 -0.33652
H -3.52483 -3.23137 -3.80610
H -5.46645 -1.90883 -4.51143
H -7.72913 0.92316 -4.58533
H -7.50587 -0.79579 -4.17624
H -6.52307 -0.04654 -5.46682
H -2.57696 2.17715 -1.17965
H -3.54624 1.42957 0.12551
H -4.01676 3.01051 -0.54495
H -2.37972 -0.15445 -1.10135
H -0.77703 -6.14032 -2.80692
H 0.07518 -6.24591 -1.24492
H 0.94755 -5.70418 -2.69399
H 4.22832 -0.08311 2.52626
H 5.61879 -0.45600 4.34671
H 6.51053 0.07774 2.89689
H 7.19864 0.35089 4.51803
```

Frontier orbital gap, eV: 7.8
ΔE to the lowest compared entry with this formula, charge and spin, kcal/mol: 93.0
LUMO, eV: 0.25
HOMO energy, Eh: -0.277


Record 3
Formula: C23H23N5O3
Source: the OMol25 dataset
Level of theory: the ωB97M-V functional and the def2-TZVPD basis

```
54
C23H23N5O3 (the ωB97M-V functional and the def2-TZVPD basis)
C 1.81541 4.46370 2.68662
O 1.72562 3.15316 2.18319
C 0.86779 2.90349 1.14682
C 0.05225 3.87034 0.57281
C -0.82390 3.54359 -0.44675
C -0.90829 2.24429 -0.90278
C -0.09688 1.26071 -0.35628
C -0.15833 -0.18230 -0.83313
C -1.00364 -1.02593 0.07238
N -0.85958 -1.05927 1.43356
C -1.72947 -1.98346 1.93977
C -1.95824 -2.38053 3.25026
C -2.91991 -3.34389 3.46855
C -3.64319 -3.90211 2.41093
C -3.42339 -3.51473 1.10846
C -2.45525 -2.54340 0.85672
C -1.96133 -1.91416 -0.32241
C -2.32047 -2.05598 -1.76089
C -2.02098 -0.71073 -2.41828
N -0.63883 -0.30460 -2.20055
C 0.09477 0.02915 -3.28052
O -0.33944 0.00456 -4.41442
C 1.53021 0.52762 -3.03807
N 2.38655 -0.46350 -2.44760
C 3.50173 -0.28007 -1.71715
N 4.00556 -1.43711 -1.36149
C 3.15434 -2.32663 -1.91012
N 2.16609 -1.77703 -2.57370
C 0.81051 1.58540 0.65771
O 1.56481 0.54135 1.13665
C 2.87135 0.77366 1.62722
H 2.55257 4.41594 3.48670
H 0.85937 4.80374 3.09632
H 2.15799 5.16790 1.92197
H 0.08732 4.88727 0.92737
H -1.44737 4.31105 -0.87772
H -1.58956 1.99696 -1.70011
H 0.85647 -0.59104 -0.76305
H -0.15727 -0.55286 1.94528
H -1.39857 -1.94982 4.06759
H -3.12063 -3.67694 4.47617
H -4.38798 -4.65391 2.62761
H -3.98409 -3.95156 0.29561
H -3.37508 -2.30391 -1.88627
H -1.72426 -2.84216 -2.23235
H -2.16769 -0.75145 -3.49839
H -2.68889 0.04525 -1.99010
H 1.51250 1.41335 -2.39513
H 1.91764 0.80812 -4.02460
H 3.90371 0.68215 -1.47569
H 3.26861 -3.38574 -1.81205
H 3.38850 -0.18210 1.53726
H 2.85463 1.08997 2.67183
H 3.39619 1.52420 1.03427
```

Frontier orbital gap, eV: 8.1
ΔE to the lowest compared entry with this formula, charge and spin, kcal/mol: 0.0
LUMO, eV: 0.44
HOMO energy, Eh: -0.283


Record 4
Formula: C23H23N6NiO7S
Source: the OMol25 dataset
Level of theory: the ωB97M-V functional and the def2-TZVPD basis

```
61
C23H23N6NiO7S (the ωB97M-V functional and the def2-TZVPD basis)
Ni 0.17300 -0.68526 -1.65342
O -2.39265 2.54907 -3.09339
C -1.51240 1.70864 -2.86742
O -1.52004 0.45256 -2.99778
C -0.15606 2.24241 -2.39882
C 0.20302 3.58018 -2.40446
C 1.50995 3.91698 -2.07260
C 2.43177 2.91748 -1.77990
C 1.99221 1.60922 -1.79473
N 0.72831 1.30850 -2.06305
C 2.87062 0.38501 -1.60397
O 4.07589 0.53078 -1.43614
O 2.22206 -0.72161 -1.70035
H -0.54504 4.31307 -2.67523
H 1.81725 4.95712 -2.06247
H 3.47027 3.12121 -1.55799
N -3.69341 5.17608 1.87776
C -2.84315 4.06483 1.85318
C -1.71757 4.06007 1.02634
C -0.86800 2.97279 1.01365
C -1.14037 1.87441 1.82108
C -2.24658 1.86923 2.65695
C -3.08827 2.96881 2.68030
S -0.10320 0.46342 1.66483
O 1.23793 0.93751 1.44275
O -0.34533 -0.40968 2.78512
N -0.54119 -0.22182 0.26426
C -1.75072 -0.83504 0.08949
N -2.77413 -0.81899 0.95588
C -3.85768 -1.49361 0.58941
C -3.96976 -2.18953 -0.60388
C -2.86955 -2.12852 -1.44279
N -1.78139 -1.46674 -1.10855
H -3.67386 5.73078 1.03821
H -4.63352 4.97943 2.17727
H -1.52839 4.90534 0.37353
H 0.00772 2.95860 0.37553
H -2.44149 0.99419 3.26512
H -3.96149 2.97335 3.32523
H -4.68461 -1.47267 1.29453
H -4.86702 -2.72609 -0.87515
H -2.86286 -2.61036 -2.41444
O 0.70767 -2.80921 -1.41349
C 1.07395 -3.49992 -0.47612
C 0.64350 -3.33378 0.95476
C 1.89777 -3.07881 1.83087
C 3.05824 -2.36621 1.10341
C 3.99818 -3.26804 0.28258
C 3.37200 -3.82966 -0.99744
N 2.06395 -4.45263 -0.67782
H 0.12034 -4.23982 1.27742
H -0.05231 -2.50551 1.03362
H 2.25887 -4.02009 2.26023
H 1.57714 -2.45666 2.66757
H 3.65938 -1.84840 1.85176
H 2.66071 -1.58919 0.44879
H 4.33001 -4.10759 0.90900
H 4.88887 -2.69527 0.01290
H 4.02066 -4.57260 -1.45980
H 3.19025 -3.02994 -1.71344
H 2.16054 -5.03785 0.14132
```

Multiplicity: 3
Frontier orbital gap (alpha / beta), eV: 8.5 / 8.5
Total charge: -1
LUMO (alpha / beta), eV: 2.79 / 2.78
HOMO energy (alpha / beta), Eh: -0.210 / -0.209


no.,F_max (eV Å⁻¹),DFT total energy (Eh),M (Da)
1,0.7,-1430.72256,421.45
2,1.0,-1828.85768,453.52
3,0.9,-1389.76030,417.47
4,1.0,-3652.17973,586.23